Record 1
Below is 5 unconnected molecules or ions with the total composition C36H74BrF4INO2 at a distorted geometry, with properties calculated with wB97M-V/def2-TZVPD.

Last column: Mulliken charge in e.
Positions of all 119 atoms, in Å:
C -2.24231 3.54220 4.60122  -1.165
C -0.96890 4.27228 4.16707  -0.968
C -0.22997 3.58195 3.01126  -0.851
C -1.02149 3.70414 1.70493  -0.213
O -1.93768 2.63579 1.54694  -0.387
C -1.55612 1.63923 0.66839  -1.606
I -2.59294 1.77261 -1.23673  0.038
C -0.06381 1.49677 0.53262  -0.582
N 0.62814 2.74805 0.06426  1.529
F 0.67230 2.64854 -1.31387  -0.197
C 2.04630 2.72550 0.55601  0.017
C 3.03305 3.38999 -0.39155  -0.223
C 4.11383 4.19191 0.32408  0.965
F 5.24739 3.46350 0.45447  -0.204
F 4.39563 5.30426 -0.40899  -0.270
F 3.73104 4.60449 1.55411  -0.285
C -0.18383 3.95820 0.43983  -0.438
C 0.59516 5.25772 0.54946  -0.855
C 0.92327 5.85816 -0.79112  0.197
O 0.67502 5.35221 -1.85089  -0.414
Br 1.78843 7.57779 -0.68465  -0.093
H -2.40810 3.72419 5.65225  0.418
H -3.09734 3.90823 4.05169  0.301
H -2.12380 2.47686 4.45462  0.267
H -1.15720 5.30707 3.90190  0.468
H -0.27040 4.30350 4.99589  0.453
H 0.73482 4.06816 2.93779  0.324
H -0.11738 2.54420 3.30261  0.370
H -1.62160 4.60203 1.78833  0.905
H -1.89892 0.69655 1.06913  0.995
H 0.34884 1.19455 1.48588  0.416
H 0.13971 0.74861 -0.21956  0.605
H 2.03902 3.14539 1.55160  0.334
H 2.31562 1.68438 0.66009  -0.451
H 3.53898 2.61227 -0.94676  -0.319
H 2.57875 4.03489 -1.12936  0.394
H -0.89330 4.08018 -0.37020  0.462
H -0.06600 5.97609 1.02445  0.766
H 1.47396 5.21909 1.18040  0.389
C -0.91081 -2.07858 -0.52236  -0.340
C -1.86829 -3.19317 -0.92969  -1.223
C -3.25394 -3.04197 -0.30624  -0.310
C -3.28830 -3.10549 1.22127  -0.198
C -2.71575 -4.38584 1.82623  -0.442
C -3.47630 -5.64190 1.41083  -1.238
H -0.73238 -2.07496 0.55639  0.299
H 0.05664 -2.19056 -1.01656  0.273
H -1.30441 -1.10151 -0.80686  -0.079
H -1.43498 -4.16293 -0.67510  0.403
H -1.97395 -3.18347 -2.01691  0.396
H -3.91215 -3.81115 -0.71778  0.373
H -3.68054 -2.08426 -0.62135  0.228
H -4.32726 -2.99343 1.54675  0.308
H -2.75153 -2.24507 1.63694  0.021
H -2.74786 -4.29759 2.91503  0.442
H -1.65947 -4.49161 1.56125  0.140
H -4.52732 -5.57199 1.69760  0.264
H -3.05673 -6.52376 1.89500  0.406
H -3.42906 -5.80682 0.33360  0.298
C 2.92949 -4.38559 2.98749  -1.258
C 3.34525 -4.33177 1.51979  -0.174
C 4.48872 -3.35590 1.24488  -0.834
C 4.17640 -1.89458 1.56770  -1.134
C 2.95940 -1.33273 0.83748  0.833
C 3.10545 -1.32810 -0.68251  -1.338
H 2.55155 -3.42334 3.33811  0.276
H 2.13848 -5.12089 3.13713  0.395
H 3.77209 -4.66924 3.62009  0.328
H 2.47677 -4.08307 0.90211  0.085
H 3.66241 -5.32869 1.20677  0.425
H 4.78529 -3.44399 0.19613  0.273
H 5.36286 -3.65752 1.82798  0.424
H 5.05324 -1.28777 1.32066  0.371
H 4.02768 -1.78087 2.64485  0.460
H 2.79662 -0.30194 1.18226  -0.437
H 2.06144 -1.89197 1.11602  0.019
H 3.97493 -0.74244 -0.99022  0.081
H 2.22060 -0.88519 -1.14818  0.389
H 3.21523 -2.33545 -1.08238  0.553
C -7.77998 -3.35750 0.90307  -1.119
C -7.45694 -2.96611 -0.53636  -0.547
C -6.78787 -1.59878 -0.65844  0.159
C -7.62790 -0.41777 -0.16973  -0.884
C -8.98337 -0.26469 -0.85671  -0.477
C -8.87876 -0.01269 -2.35823  -1.165
H -8.49035 -2.66776 1.36043  0.323
H -8.22104 -4.35389 0.94210  0.376
H -6.87541 -3.36883 1.51594  0.175
H -8.36822 -2.99711 -1.13838  0.332
H -6.78599 -3.71742 -0.96216  0.350
H -6.50532 -1.43794 -1.70338  0.413
H -5.84946 -1.61159 -0.09449  -0.257
H -7.05045 0.50170 -0.31593  0.377
H -7.78464 -0.50358 0.90927  0.349
H -9.51172 0.57275 -0.39454  0.380
H -9.59983 -1.14884 -0.67594  0.251
H -8.29540 0.88804 -2.56152  0.274
H -9.86766 0.12566 -2.79571  0.389
H -8.40595 -0.84771 -2.87712  0.278
C 7.36893 1.93939 -1.66280  -1.328
C 6.24396 2.17380 -2.66716  -0.410
C 5.28911 0.98696 -2.79889  0.290
C 5.92729 -0.30753 -3.30262  -0.766
C 6.61867 -0.19338 -4.65951  -0.634
C 5.67233 0.18849 -5.79438  -1.167
H 8.01793 1.11524 -1.95880  0.387
H 7.99228 2.82866 -1.56703  0.394
H 6.95847 1.71168 -0.67640  0.205
H 6.66594 2.43344 -3.64015  0.439
H 5.66489 3.04716 -2.34756  0.268
H 4.46353 1.26779 -3.46083  0.379
H 4.83582 0.78617 -1.81782  -0.363
H 5.14982 -1.07596 -3.36377  0.381
H 6.64836 -0.66989 -2.56479  0.467
H 7.07810 -1.15647 -4.89198  0.411
H 7.43798 0.52824 -4.60684  0.271
H 4.86444 -0.53986 -5.88882  0.290
H 6.20455 0.21999 -6.74492  0.389
H 5.22646 1.17212 -5.63760  0.272

Summary:
Highest occupied orbital energy: -0.4565 hartree
Total energy: -133123.2424 eV
HOMO-LUMO gap: 9.83 eV
Net charge: +1

***

Record 2
Below is a single C8H15PSi molecule at a distorted geometry, with properties calculated with wB97M-V/def2-TZVPD.

Last column: natural (NBO) charge in e.
Positions of all 25 atoms, in Å:
C 2.05111 -1.24440 -2.89346  -1.053
Si 1.44019 -0.78155 -1.04281  1.531
C 0.74775 -2.32787 0.02829  -1.059
C 2.97238 -0.39302 -0.02337  -1.108
C 0.02295 0.39043 -1.28535  -1.024
P -0.73350 0.98983 0.07425  1.008
C -0.93977 1.10262 2.09795  -0.425
C -2.20554 1.38626 2.43368  -0.156
C -3.25577 1.69430 1.35381  -0.442
C -2.50110 1.78410 -0.05198  -0.680
H 3.00834 -1.85916 -2.92487  0.225
H 1.26993 -1.60787 -3.52085  0.228
H 2.25445 -0.31315 -3.31679  0.221
H 1.56239 -2.92601 0.50007  0.228
H 0.05766 -2.00390 0.75476  0.216
H 0.09376 -2.90820 -0.66524  0.229
H 3.44495 0.56547 -0.22080  0.234
H 2.49986 -0.34581 0.96311  0.222
H 3.70412 -1.19495 0.04401  0.243
H -0.12946 0.79391 2.70564  0.221
H -2.53030 1.21343 3.37673  0.208
H -4.16035 1.13267 1.36681  0.231
H -3.44445 2.70922 1.50272  0.223
H -2.87363 1.29176 -0.90785  0.242
H -2.35596 2.85188 -0.34845  0.235

Summary:
Highest occupied orbital energy: -0.3094 hartree
SMILES string: C[Si](C)(C)C#P1C=CCC1
Total energy: -25701.6299 eV
ΔE to the lowest compared entry with this formula, charge and spin: 237.8 kJ/mol
HOMO-LUMO gap: 8.37 eV

***

Record 3
Below is a gas-phase ion, C4H10FN2 (charge +1) at a distorted geometry, with properties calculated with wB97M-V/def2-TZVPD.

Last column: natural (NBO) charge in e.
Positions of all 17 atoms, in Å:
H 2.55646 -1.25772 1.24314  0.375
N 1.50630 -1.19620 1.24806  -0.536
C 1.08226 -0.62528 0.26494  0.086
C -0.41376 -0.41317 0.16298  -0.176
N -0.96805 -1.48659 -0.69375  -0.667
C -0.61180 0.90197 -0.43459  0.170
C 0.12692 1.93468 0.48561  -0.608
F 0.01020 0.84934 -1.66995  -0.362
H 1.49658 -0.25440 -0.59872  0.184
H -0.70392 -0.54470 1.27835  0.282
H -0.53197 -1.48217 -1.60736  0.450
H -2.03735 -1.36089 -0.88519  0.455
H -0.90164 -2.42052 -0.33711  0.453
H -1.63212 1.17379 -0.57361  0.193
H 1.23593 1.58824 0.36861  0.222
H -0.01716 2.91747 0.20835  0.247
H -0.19687 1.67614 1.54024  0.231

Summary:
Highest occupied orbital energy: -0.5376 hartree
SMILES string: [H]/N=C/[C@H]([NH3+])[C@@H](C)F
Total energy: -9999.6601 eV
ΔE to the lowest compared entry with this formula, charge and spin: 82.3 kJ/mol
HOMO-LUMO gap: 10.75 eV
Net charge: +1

***

Record 4
Below is 8 unconnected molecules or ions with the total composition C38H40F48O10S2 at a distorted geometry, with properties calculated with wB97M-V/def2-TZVPD.

Last column: Mulliken charge in e.
Positions of all 138 atoms, in Å:
F 13.45344 15.20789 -0.96405  -0.216
C 13.32500 14.44277 0.12381  0.063
F 12.78744 13.25383 -0.16107  -0.274
C 14.70342 14.35225 0.84250  0.930
F 14.48403 13.77731 2.08137  -0.309
F 14.94597 15.58347 1.12109  -0.275
C 15.89003 13.76728 0.13935  -0.848
O 15.95894 13.93871 -1.28348  -0.369
C 16.45763 12.86728 -2.18228  0.898
F 17.77372 12.85262 -2.09548  -0.293
F 16.09160 11.66485 -1.77721  -0.266
C 16.16940 13.15907 -3.65197  0.210
F 16.33197 14.40150 -4.07801  -0.228
F 16.68024 12.29057 -4.48622  -0.259
H 12.49325 14.77321 0.74599  0.289
H 15.76649 12.69117 0.26106  0.401
H 16.84483 14.02844 0.59568  0.349
H 15.12290 12.86708 -3.73976  0.198
F 13.32416 3.64354 -11.13329  -0.258
C 12.89022 4.89142 -11.14548  0.107
F 12.20359 5.11978 -12.23925  -0.275
C 12.26038 5.46623 -9.82481  1.017
F 11.09592 4.92458 -9.62490  -0.300
F 11.94262 6.78820 -10.10677  -0.296
C 13.23326 5.21220 -8.71497  -0.915
O 14.49803 6.03085 -8.74859  -0.430
C 15.50534 5.61206 -7.91338  1.011
F 15.03208 5.96951 -6.66791  -0.303
F 15.63652 4.27877 -8.02011  -0.283
C 16.83868 6.34215 -8.24529  0.129
F 16.65889 7.60067 -8.57815  -0.232
F 17.77435 6.27725 -7.34232  -0.253
H 13.74065 5.57195 -11.18714  0.268
H 13.57642 4.17823 -8.68007  0.364
H 12.92036 5.42758 -7.69330  0.429
H 17.22282 5.79861 -9.10850  0.220
F 11.10262 -0.61780 -2.54181  -0.245
C 10.56867 -1.73565 -2.31812  0.186
F 10.91951 -2.07652 -1.05687  -0.296
C 9.04767 -1.81493 -2.55908  0.941
F 8.50636 -1.28266 -1.47739  -0.309
F 8.66717 -3.13227 -2.70360  -0.283
C 8.71611 -1.02785 -3.86917  -0.838
O 9.53023 -1.46253 -5.00296  -0.375
C 9.02711 -2.52830 -5.83981  0.948
F 9.05246 -3.78538 -5.27693  -0.262
F 7.77499 -2.18110 -6.21878  -0.308
C 9.75290 -2.47643 -7.09358  0.091
F 10.99574 -2.54349 -6.84777  -0.228
F 9.38742 -3.44750 -7.93098  -0.290
H 11.11353 -2.37637 -3.01147  0.228
H 9.05045 -0.00007 -3.72779  0.386
H 7.63953 -0.96320 -4.02690  0.367
H 9.42031 -1.69098 -7.77222  0.287
F 10.21050 8.65862 5.46414  -0.287
C 8.84322 8.61545 5.32666  0.225
F 8.43935 8.30996 6.51889  -0.256
C 8.19006 9.99964 4.85664  0.881
F 8.64674 10.38163 3.69456  -0.287
F 8.48123 10.96779 5.68082  -0.307
C 6.59738 9.93497 4.88092  -0.816
O 6.23350 8.79010 4.12713  -0.406
C 5.49098 8.97935 2.85223  0.805
F 4.72299 10.07647 2.90684  -0.270
F 6.53374 9.22548 1.99111  -0.268
C 4.68310 7.73912 2.25765  0.224
F 3.83736 7.12060 3.02568  -0.238
F 3.93783 8.24322 1.19689  -0.261
H 8.61733 7.77364 4.67211  0.218
H 6.17649 10.86498 4.49880  0.379
H 6.21695 9.87275 5.90049  0.438
H 5.44103 6.99610 2.00954  0.225
F 7.66759 8.31698 -6.23631  -0.241
C 6.53958 8.98288 -6.41271  0.247
F 6.18722 8.60070 -7.72751  -0.310
C 5.40952 8.75312 -5.32886  1.022
F 5.39279 7.50696 -4.95160  -0.298
F 4.24529 8.93446 -5.97586  -0.306
C 5.57289 9.59074 -4.06607  -0.788
O 6.28853 10.77658 -4.40947  -0.416
C 5.88535 12.01824 -3.89477  0.868
F 4.59897 12.10859 -4.21431  -0.273
F 5.88538 11.72778 -2.56501  -0.292
C 6.79702 13.13838 -4.33229  0.196
F 6.74148 13.33869 -5.63980  -0.221
F 6.58134 14.33889 -3.76549  -0.272
H 6.75953 10.04269 -6.54116  0.133
H 6.16315 9.04378 -3.33085  0.368
H 4.55663 9.85283 -3.77175  0.391
H 7.83772 12.97853 -4.05032  0.190
F 21.68579 7.22998 1.40304  -0.287
C 21.02219 6.19329 0.74667  0.180
F 20.88332 5.22655 1.66064  -0.238
C 19.57569 6.67753 0.30200  0.839
F 19.82875 7.55825 -0.76938  -0.321
F 19.12012 7.47648 1.28537  -0.291
C 18.75874 5.47753 -0.24541  -0.910
O 19.58629 4.40002 -0.63764  -0.367
C 19.02163 3.10875 -0.91442  0.905
F 18.34040 2.74069 0.16486  -0.300
F 18.17340 3.23724 -1.92413  -0.281
C 20.09992 2.02116 -1.08317  0.169
F 21.20341 2.11866 -0.38833  -0.205
F 19.42454 0.86839 -1.12261  -0.250
H 21.72632 5.89217 -0.02897  0.252
H 17.88517 5.65053 -0.87393  0.542
H 18.25620 5.18647 0.67700  0.368
H 20.49537 1.95476 -2.09674  0.196
O 14.54188 2.06730 8.88420  -0.642
S 15.51367 2.77051 8.00046  1.026
O 16.88199 3.02048 8.51037  -0.620
C 15.57872 2.09651 6.32559  -0.617
C 15.70112 3.40098 5.46785  -0.586
C 14.48825 4.29309 5.87316  -0.635
C 14.68551 4.43867 7.43329  -0.694
H 14.70050 1.48220 6.12698  0.352
H 16.45030 1.44326 6.28428  0.391
H 16.70751 3.78963 5.62345  0.326
H 15.61159 3.26301 4.39033  0.312
H 13.49820 3.95064 5.57216  0.307
H 14.42869 5.31576 5.50073  0.332
H 13.80811 4.64398 8.04659  0.400
H 15.36165 5.28070 7.58128  0.348
O 9.20111 5.99648 -0.38871  -0.632
S 10.64829 5.92483 -0.38522  1.071
O 11.37971 5.94044 0.84438  -0.622
C 11.23707 4.71656 -1.56432  -0.712
C 11.49494 5.49110 -2.90401  -0.552
C 12.18354 6.82268 -2.43793  -0.596
C 11.21524 7.41620 -1.36296  -0.691
H 10.58937 3.84217 -1.62788  0.429
H 12.19663 4.37600 -1.17528  0.387
H 12.25154 4.91569 -3.43747  0.282
H 10.60905 5.56846 -3.53434  0.316
H 12.52117 7.57667 -3.14898  0.370
H 13.08552 6.43535 -1.96411  0.247
H 10.29495 7.79448 -1.80801  0.279
H 11.55887 8.13927 -0.62324  0.428

Summary:
Highest occupied orbital energy: -0.3731 hartree
SMILES string: FC(F)C(F)(F)COC(F)(F)C(F)F.FC(F)C(F)(F)COC(F)(F)C(F)F.FC(F)C(F)(F)COC(F)(F)C(F)F.FC(F)C(F)(F)COC(F)(F)C(F)F.FC(F)C(F)(F)COC(F)(F)C(F)F.FC(F)C(F)(F)COC(F)(F)C(F)F.O=S1(=O)CCCC1.O=S1(=O)CCCC1
Total energy: -212630.5852 eV
HOMO-LUMO gap: 9.70 eV

***

Record 5
Below is a molecular structure, H18NiO29S5Zn2 at a distorted geometry, with properties calculated with wB97M-V/def2-TZVPD.

Last column: Löwdin spin population.
Positions of all 55 atoms, in Å:
Zn 1.88978 -1.49412 1.08509  0.000
Zn 0.37437 -1.05944 -3.11183  0.000
Ni -2.86451 -0.91700 0.34002  1.764
S -0.84930 -3.55121 0.83270  0.005
O -0.91407 -4.62058 -0.17425  0.003
O -0.91865 -4.07133 2.18379  0.005
O 0.41812 -2.76713 0.61784  0.003
O -2.08478 -2.65588 0.56486  0.075
S -2.77382 -1.75663 -2.88282  0.006
O -2.80328 -3.15756 -2.52736  -0.001
O -1.50196 -1.41255 -3.60412  0.005
O -3.96571 -1.37269 -3.65826  0.005
O -2.73344 -0.88960 -1.62182  0.058
S -0.14138 0.66734 -0.24737  0.005
O 0.07200 2.10178 -0.59062  0.005
O -0.09924 -0.20179 -1.41768  0.000
O 0.95463 0.25665 0.62959  0.001
O -1.48253 0.51484 0.36454  0.041
S 3.35706 -1.55494 -2.05933  0.000
O 2.26936 -0.87013 -2.88596  0.000
O 3.57469 -2.89775 -2.62502  0.000
O 4.58081 -0.75843 -2.10001  0.000
O 2.82696 -1.65120 -0.66507  0.000
S 1.65332 -1.18762 4.47728  0.000
O 1.44628 0.25671 4.83391  0.000
O 1.47090 -1.27843 2.97796  0.000
O 3.05519 -1.57080 4.78947  0.000
O 0.66191 -2.01947 5.16161  0.000
O 1.14336 3.20237 -2.83350  0.000
H 0.28575 3.42821 -3.20867  0.000
H 0.90424 2.60380 -2.08461  0.000
O -1.41267 4.26992 -0.95731  0.000
H -0.76165 3.51865 -0.83334  0.000
H -1.35857 4.75535 -0.13031  0.000
O 1.05281 1.74186 2.93598  0.000
H 0.89585 1.23343 2.10554  0.000
H 1.08332 1.05542 3.65018  0.000
O 0.33392 -2.93455 -2.18346  0.000
H 0.49358 -2.79848 -1.21809  0.000
H 0.28807 -3.88671 -2.28498  0.000
O -4.36494 0.43861 0.18748  0.016
H -5.21411 0.20590 0.57362  0.002
H -4.46523 1.31385 -0.20110  0.001
O -2.33252 1.92995 2.63879  0.000
H -2.06284 2.75126 3.05723  0.000
H -1.61591 1.75157 2.01114  0.000
O -2.24701 1.73620 -2.64893  0.000
H -2.32475 0.80001 -2.35386  0.000
H -1.88305 2.21033 -1.89510  0.000
O 3.56836 -0.08965 1.63358  0.000
H 3.87640 0.41426 2.39239  0.000
H 4.16599 0.10184 0.89835  0.000
O 2.46418 3.47665 0.43798  0.000
H 1.61940 3.03240 0.24234  0.000
H 2.39533 3.65653 1.38157  0.000

Summary:
Highest occupied orbital energy (alpha / beta): 0.0722 / 0.0722 hartree
Spin multiplicity: 3
<S²>: 2.005
Total energy: -251728.8468 eV
ΔE to the lowest compared entry with this formula, charge and spin: 0.0 kJ/mol
HOMO-LUMO gap (alpha / beta): 5.18 / 5.18 eV
Net charge: -4